1.
C29H64O11S | wB97M-V/def2-TZVPD

Last column: Löwdin charge in e.
CARTESIAN COORDINATES (ANGSTROEM)
O (4.41114, 1.50230, 1.03765)  -0.2125
S (3.46849, 1.91509, 0.06550)  0.5800
O (2.51572, 0.92582, -0.31352)  -0.2056
O (4.15369, 2.51263, -1.23290)  -0.1785
C (3.11337, 3.28795, -1.86962)  -0.1185
C (2.24138, 3.89711, -0.73298)  -0.2084
C (0.79052, 3.47379, -0.88137)  -0.1852
C (0.15963, 3.60188, -2.11554)  -0.0324
C (-1.15994, 3.20375, -2.29879)  -0.0658
C (-1.84596, 2.65550, -1.22378)  -0.0767
C (-1.23713, 2.53643, 0.01862)  -0.0664
C (0.08027, 2.95251, 0.19352)  -0.0205
O (2.81187, 3.29011, 0.45716)  -0.1613
H (2.55972, 2.61848, -2.51587)  0.1234
H (3.60881, 3.99468, -2.52300)  0.1349
H (2.34939, 4.96805, -0.67715)  0.1597
H (0.71296, 4.01536, -2.94680)  0.1181
H (-1.59373, 3.32827, -3.27090)  0.0849
H (-2.86133, 2.31185, -1.33495)  0.0988
H (-1.75387, 2.09748, 0.85419)  0.0990
H (0.51518, 2.84030, 1.16967)  0.1187
C (-1.14819, -2.87766, 0.87387)  -0.0539
C (-2.06790, -1.71218, 1.19873)  -0.4918
C (-3.04878, -1.44294, 0.06868)  -0.0580
O (-1.29125, -0.54302, 1.46752)  -0.0669
H (-0.55172, -2.66348, -0.01700)  0.0837
H (-0.45062, -3.05149, 1.69396)  0.0643
H (-1.71571, -3.79262, 0.69752)  0.0837
H (-2.61881, -1.92689, 2.11588)  0.1319
H (-2.51109, -1.17875, -0.84727)  0.0841
H (-3.69661, -0.60066, 0.32026)  0.0780
H (-3.67419, -2.31042, -0.13502)  0.0592
H (-0.79231, -0.33364, 0.66939)  0.0766
C (7.62802, 1.69949, -0.20921)  -0.0575
C (8.81954, 1.25035, 0.61935)  -0.4915
C (8.68952, 1.69750, 2.06658)  -0.0594
O (10.03721, 1.75236, 0.05753)  -0.0661
H (7.55618, 2.79132, -0.21893)  0.0862
H (7.73593, 1.37189, -1.24433)  0.0823
H (6.69755, 1.29830, 0.18918)  0.0566
H (8.90199, 0.16394, 0.57954)  0.1387
H (8.65109, 2.78889, 2.12506)  0.0809
H (9.55035, 1.36715, 2.64879)  0.0779
H (7.78344, 1.29748, 2.52258)  0.0819
H (9.99309, 2.71365, 0.07999)  0.0821
C (0.46669, -4.47278, 5.79913)  -0.0639
C (-0.65525, -3.86925, 4.96788)  -0.5010
C (-0.75512, -2.36538, 5.16975)  -0.0578
O (-1.89892, -4.49141, 5.29617)  -0.0552
H (0.28354, -4.30477, 6.86411)  0.0796
H (0.52132, -5.55020, 5.64196)  0.0783
H (1.43142, -4.03355, 5.54205)  0.0800
H (-0.47916, -4.08265, 3.91326)  0.1230
H (-0.97556, -2.13157, 6.21541)  0.0804
H (-1.56381, -1.95143, 4.56724)  0.0702
H (0.17346, -1.86482, 4.89306)  0.0836
H (-2.07547, -4.31452, 6.22553)  0.0826
C (-8.09409, -3.16132, 0.11165)  -0.0601
C (-6.91653, -2.29819, -0.31276)  -0.4974
C (-7.30493, -1.31836, -1.40976)  -0.0616
O (-5.83285, -3.11950, -0.74904)  -0.0666
H (-8.45672, -3.75788, -0.72956)  0.0855
H (-7.79851, -3.85725, 0.89541)  0.0647
H (-8.92033, -2.55272, 0.48130)  0.0842
H (-6.53914, -1.74649, 0.54960)  0.1355
H (-7.64175, -1.85780, -2.29925)  0.0808
H (-6.44786, -0.70942, -1.69979)  0.0750
H (-8.10887, -0.65689, -1.08419)  0.0795
H (-6.13166, -3.62442, -1.51222)  0.0887
C (-9.91268, -7.00497, 4.17524)  -0.0648
C (-9.44962, -6.79920, 2.74094)  -0.5008
C (-8.01825, -7.27503, 2.54296)  -0.0631
O (-9.56790, -5.42471, 2.37424)  -0.0634
H (-9.28655, -6.42995, 4.86287)  0.0807
H (-10.93920, -6.65947, 4.29873)  0.0779
H (-9.86178, -8.05616, 4.46182)  0.0791
H (-10.11062, -7.34168, 2.06417)  0.1362
H (-7.33636, -6.70784, 3.18236)  0.0819
H (-7.70341, -7.12108, 1.51060)  0.0777
H (-7.91464, -8.33361, 2.78460)  0.0790
H (-8.99404, -4.91566, 2.95607)  0.0817
C (13.33476, 1.07527, -3.07498)  -0.0634
C (12.08864, 1.36339, -3.89935)  -0.5033
C (11.71319, 2.83702, -3.84105)  -0.0639
O (11.00233, 0.55958, -3.45020)  -0.0555
H (13.15812, 1.31914, -2.02409)  0.0801
H (13.59030, 0.01690, -3.12787)  0.0780
H (14.18786, 1.65816, -3.42634)  0.0772
H (12.26294, 1.07325, -4.93647)  0.1348
H (11.49151, 3.12938, -2.81114)  0.0746
H (10.81972, 3.02686, -4.43638)  0.0774
H (12.52135, 3.46894, -4.21313)  0.0774
H (10.82045, 0.79297, -2.53088)  0.0724
C (-4.54425, 5.38375, -3.48224)  -0.0579
C (-3.37178, 6.26113, -3.89337)  -0.4951
C (-3.77284, 7.26995, -4.95833)  -0.0634
O (-2.29108, 5.45134, -4.35947)  -0.0679
H (-4.91135, 4.81265, -4.33970)  0.0827
H (-4.23632, 4.66936, -2.71787)  0.0694
H (-5.36794, 5.98061, -3.08909)  0.0811
H (-2.98803, 6.78736, -3.01887)  0.1387
H (-4.11741, 6.75538, -5.85953)  0.0810
H (-2.92064, 7.88886, -5.23926)  0.0787
H (-4.57461, 7.92003, -4.60627)  0.0802
H (-2.59672, 4.97269, -5.13742)  0.0881

Net charge: 0
HOMO in eV: -9.5
Frontier orbital gap in hartree: 0.3692
Strongest force on any atom in eV/A: 1.5


2.
C12H18NS | wB97M-V/def2-TZVPD

Last column: Löwdin charge in e.
CARTESIAN COORDINATES (ANGSTROEM)
C (-2.70671, -0.26776, -0.87188)  0.0198
N (-1.42164, -0.15764, -0.14792)  -0.1401
C (-0.33100, -0.79159, -0.90992)  -0.1186
C (-0.49402, -2.24371, -1.05200)  -0.0891
C (-0.34295, -3.06562, -0.00710)  -0.0625
C (0.17782, -2.65290, 1.28432)  -0.0732
C (0.96951, -1.58861, 1.45423)  -0.1092
C (1.33170, -0.61038, 0.41337)  -0.5232
S (2.78435, -0.99431, -0.50061)  1.0069
C (3.23246, 0.76895, -0.75272)  -0.3990
C (1.99113, 1.57734, -0.41208)  -0.2003
C (1.34562, 0.85789, 0.77266)  -0.3409
C (-0.01519, 1.39006, 1.22148)  -0.1058
C (-1.13173, 1.25543, 0.19473)  -0.1093
H (-2.90073, -1.30806, -1.12277)  0.1059
H (-3.52630, 0.11389, -0.26337)  0.1123
H (-2.65209, 0.31450, -1.79087)  0.1181
H (-1.48476, -0.69450, 0.72641)  0.1801
H (-0.10495, -0.24784, -1.81819)  0.1361
H (-0.72160, -2.63699, -2.03045)  0.1170
H (-0.51788, -4.12440, -0.12234)  0.1175
H (0.02051, -3.32542, 2.11326)  0.1152
H (1.47761, -1.44752, 2.40000)  0.1302
H (3.56494, 0.89179, -1.78010)  0.0822
H (4.05879, 0.99235, -0.07869)  0.0839
H (2.25929, 2.60266, -0.16014)  0.1309
H (1.31778, 1.59820, -1.26956)  0.1085
H (2.02699, 0.96219, 1.62867)  0.1625
H (0.08691, 2.44960, 1.46053)  0.1360
H (-0.30708, 0.87529, 2.14038)  0.1286
H (-2.03954, 1.69664, 0.60887)  0.1401
H (-0.88103, 1.78095, -0.72731)  0.1397

SMILES string: C[N@H+]1\C=C/C=C\C=C2\SCC[C@H]2CC1
Net charge: +1
HOMO in eV: -11.6
Frontier orbital gap in hartree: 0.3025
Strongest force on any atom in eV/A: 3.8


3.
C24H50BIN2O7 | wB97M-V/def2-TZVPD

Last column: Löwdin charge in e.
CARTESIAN COORDINATES (ANGSTROEM)
C (2.97447, 0.06869, -0.39282)  -0.0386
C (2.09301, 0.86602, -1.32725)  -0.1956
O (1.78241, 2.15391, -0.76598)  0.0749
B (0.71432, 2.27811, 0.04952)  -0.6235
O (-0.41917, 1.49953, -0.05366)  0.1678
C (0.81333, 3.39555, 1.20269)  -0.1265
C (0.24339, 4.66691, 0.78361)  -0.1898
N (-0.17274, 5.64848, 0.35022)  0.1842
C (2.26468, 3.51432, 1.73098)  -0.2477
C (2.27448, 3.77371, 3.16910)  -0.1737
N (2.31031, 3.87922, 4.31280)  0.1779
C (3.14009, 4.52266, 0.94986)  -0.1419
C (4.36274, 3.81349, 0.39453)  -0.8204
O (5.06893, 3.09891, 1.01885)  0.0337
I (4.76455, 4.19651, -1.69973)  0.8252
H (2.42460, -0.32840, 0.46301)  0.0829
H (3.77606, 0.69168, 0.00606)  0.0743
H (3.43889, -0.73945, -0.95462)  0.0841
H (2.63141, 1.04870, -2.25485)  0.1251
H (1.19604, 0.31340, -1.60076)  0.1010
H (-0.55403, 0.92681, 0.71060)  0.1281
H (0.18540, 3.03099, 2.02028)  0.1491
H (2.72036, 2.53155, 1.60899)  0.1350
H (3.53416, 5.27643, 1.62985)  0.1400
H (2.61323, 4.99444, 0.12871)  0.0825
C (2.43814, -5.11307, 0.11975)  -0.0772
C (2.13611, -4.17623, -1.03746)  -0.2839
O (3.25450, -3.89555, -1.86023)  -0.1671
C (3.85646, -5.01045, -2.49446)  -0.2818
C (2.92616, -5.77753, -3.41823)  -0.0792
H (3.23631, -4.70565, 0.74151)  0.0821
H (1.54804, -5.24325, 0.73599)  0.0772
H (2.75130, -6.10005, -0.22275)  0.0660
H (1.82004, -3.20929, -0.64314)  0.1074
H (1.30339, -4.56080, -1.63734)  0.1074
H (4.29870, -5.68251, -1.75044)  0.1071
H (4.68206, -4.59437, -3.07176)  0.1182
H (2.08765, -6.22250, -2.88117)  0.0654
H (3.47186, -6.58461, -3.90789)  0.0769
H (2.52035, -5.11690, -4.18555)  0.0812
C (3.26482, -0.73860, 5.87829)  -0.0746
C (2.52634, -0.17166, 4.67929)  -0.2845
O (1.36281, -0.89711, 4.31002)  -0.1705
C (0.34715, -0.97607, 5.29540)  -0.2839
C (-0.20166, 0.37239, 5.73058)  -0.0765
H (3.54917, -1.77594, 5.69637)  0.0818
H (4.16641, -0.15600, 6.06761)  0.0797
H (2.65747, -0.71247, 6.78377)  0.0670
H (3.17711, -0.21254, 3.80425)  0.1144
H (2.28057, 0.88408, 4.83933)  0.0909
H (0.69864, -1.54512, 6.16303)  0.1074
H (-0.44807, -1.56419, 4.83624)  0.1161
H (0.55785, 0.99409, 6.20511)  0.0686
H (-1.01073, 0.23061, 6.44770)  0.0775
H (-0.59255, 0.92186, 4.87223)  0.0734
C (-2.70544, -0.31144, -5.51846)  -0.0746
C (-1.35646, -0.77543, -4.99570)  -0.2799
O (-0.68686, 0.17995, -4.19241)  -0.1537
C (-1.36699, 0.59534, -3.02095)  -0.2713
C (-1.66860, -0.53240, -2.04906)  -0.0687
H (-2.59578, 0.61045, -6.09101)  0.0821
H (-3.13606, -1.07559, -6.16630)  0.0773
H (-3.41679, -0.12337, -4.71289)  0.0638
H (-0.68403, -0.96167, -5.83340)  0.1177
H (-1.46099, -1.72518, -4.45829)  0.1067
H (-2.28621, 1.13228, -3.28221)  0.1012
H (-0.70621, 1.31939, -2.54857)  0.1020
H (-2.33489, -1.27674, -2.48829)  0.0759
H (-2.14818, -0.14647, -1.15259)  0.0446
H (-0.74710, -1.04260, -1.76009)  0.0755
C (-4.40875, 1.03872, 0.07699)  -0.0783
C (-4.97403, 1.50786, -1.25259)  -0.2713
O (-6.06994, 0.74280, -1.71803)  -0.1568
C (-7.21191, 0.71413, -0.88068)  -0.2822
C (-7.82641, 2.07856, -0.61938)  -0.0794
H (-4.10826, -0.00817, 0.01110)  0.0739
H (-3.53763, 1.64000, 0.34317)  0.0721
H (-5.13359, 1.12600, 0.88750)  0.0681
H (-4.21123, 1.41019, -2.02558)  0.1001
H (-5.23650, 2.57053, -1.20320)  0.1118
H (-6.98236, 0.20942, 0.06503)  0.1067
H (-7.93050, 0.08472, -1.40562)  0.1179
H (-7.14522, 2.74155, -0.08468)  0.0657
H (-8.72705, 1.97059, -0.01420)  0.0766
H (-8.09518, 2.56195, -1.55945)  0.0816

SMILES string: CCOB(O)[C@H](C#N)[C@H](C#N)CC(=O)I.CCOCC.CCOCC.CCOCC.CCOCC
Net charge: 0
HOMO in eV: -9.7
Frontier orbital gap in hartree: 0.3600
Strongest force on any atom in eV/A: 0.8